{
  "formula": "C5H10BrNO2",
  "method": "wB97M-V/def2-TZVPD",
  "species": ["C", "C", "H", "H", "H", "H", "Br", "N", "H", "H", "C", "C", "H", "C", "H", "H", "O", "O", "H"],
  "positions_angstrom": [[0.98, 0.22, -1.43], [2.11, -0.63, -1.98], [3.03, -0.03, -2.19], [1.83, -1.05, -2.92], [-3.46, -0.92, -0.05], [0.00, -0.34, -1.55], [0.82, -1.14, 1.17], [0.79, 1.59, 0.50], [-2.28, 0.39, 0.42], [1.07, 1.30, -1.76], [-2.42, -1.26, 1.75], [1.07, 0.42, 0.01], [-1.77, -0.93, 2.56], [-2.70, -0.57, 0.67], [2.24, -1.41, -1.17], [-2.79, -2.29, 1.90], [0.71, 2.75, 0.02], [0.59, 1.54, 1.90], [0.19, 2.36, 2.16]],
  "de_lowest_ev": 4.0557,
  "total_energy_ha": -2975.57863,
  "smiles": "CC/C(Br)=[N+](\\[O-])O.C=C"
}

{
  "formula": "C25H58LiN2O21P",
  "method": "wB97M-V/def2-TZVPD",
  "species": ["H", "C", "H", "H", "H", "O", "C", "C", "H", "H", "C", "H", "H", "O", "H", "H", "H", "H", "H", "H", "O", "O", "O", "H", "O", "O", "O", "H", "C", "H", "H", "H", "H", "H", "C", "C", "H", "C", "H", "H", "H", "N", "C", "H", "H", "C", "H", "H", "O", "H", "O", "H", "H", "H", "O", "O", "H", "C", "Li", "H", "C", "H", "C", "C", "H", "H", "O", "O", "H", "H", "C", "H", "C", "C", "H", "P", "H", "H", "H", "C", "C", "O", "H", "H", "H", "C", "H", "C", "C", "O", "H", "O", "H", "O", "H", "O", "H", "O", "C", "N", "C", "O", "H", "H", "C", "H", "H", "H"],
  "positions_angstrom": [[1.71, -0.83, -4.08], [6.77, -3.29, 2.12], [0.60, 7.36, 0.70], [-2.92, -3.05, 5.37], [2.87, -2.21, -4.77], [-1.13, 3.97, 1.89], [-0.90, -0.03, -4.53], [1.62, -2.59, -2.01], [7.78, -3.33, 2.58], [-8.13, 3.19, 4.98], [-8.41, 3.02, 3.81], [5.18, 5.32, -3.58], [0.71, 2.14, -1.17], [3.93, -1.22, 2.93], [-2.34, -2.82, 0.37], [-3.65, 1.84, 1.59], [2.73, -0.61, 1.29], [4.36, 4.43, -4.67], [-3.47, -1.74, 4.46], [1.74, -3.61, -2.46], [-1.35, -1.85, -0.27], [2.99, 2.47, -3.31], [-6.60, 0.95, 3.48], [-8.91, 2.15, 3.67], [-1.03, 0.06, -1.44], [-2.27, -0.04, 0.39], [0.95, 4.87, 1.76], [0.61, -2.14, -2.24], [2.54, 3.53, -2.85], [4.49, -2.84, -1.43], [-0.68, 7.78, -0.16], [4.07, -3.57, -2.75], [2.13, -0.04, -1.65], [-0.33, 3.17, 3.36], [1.59, -3.05, -0.52], [-2.59, -1.99, 5.11], [3.26, -0.56, -4.05], [-1.16, -0.90, -6.69], [-2.39, -1.59, 6.08], [-0.07, 0.31, -3.76], [1.44, -2.08, -0.03], [-1.32, -1.75, 4.33], [-0.28, 4.92, 1.52], [-0.29, -3.21, 5.63], [6.61, -3.00, 0.98], [0.50, 2.64, -1.94], [0.66, -2.16, 4.66], [-4.88, 0.70, 0.95], [-0.85, 5.82, 0.85], [5.14, 3.75, -3.32], [-7.15, 3.16, 3.14], [-1.57, -0.89, -3.99], [-9.18, 3.94, 3.61], [-4.12, 0.61, 2.73], [5.89, -2.30, 2.79], [-0.69, -1.41, -7.78], [0.27, 2.04, -2.88], [-6.35, 2.02, 2.94], [-2.76, -0.98, -1.35], [2.36, -3.72, -0.27], [-0.11, 6.94, 0.23], [-1.29, 1.94, 2.46], [-1.33, -2.70, 3.06], [-0.65, 2.79, 2.35], [-0.24, -0.06, 3.73], [4.89, -2.19, -2.84], [1.42, 3.67, -2.14], [-2.43, -0.81, -6.65], [3.20, -1.00, -0.56], [-0.43, -3.08, -0.06], [-1.47, -2.10, -8.66], [-1.81, -2.98, -8.16], [2.63, -0.92, 2.39], [4.13, -2.64, -2.37], [-1.67, 0.27, 4.81], [-0.90, -0.35, -0.12], [6.37, -4.14, 2.43], [3.73, -0.06, -1.91], [-2.97, -1.62, 2.36], [-2.67, -2.67, 2.29], [-1.24, -0.38, 4.01], [-0.38, -0.48, -5.80], [-1.04, -3.72, 3.26], [-0.58, -2.32, 2.25], [-1.84, -0.10, 3.20], [-0.19, -2.24, 5.15], [-1.70, 0.62, -4.78], [2.99, -0.70, -1.60], [2.70, -1.39, -3.95], [3.16, 4.71, -3.01], [-0.43, 3.01, -1.76], [-5.26, 2.38, 2.36], [2.52, 0.21, 3.03], [0.39, -3.73, -0.14], [-2.37, -1.51, -8.57], [4.35, -2.44, 1.14], [-1.01, -2.28, -9.62], [-2.78, -3.31, 1.03], [-4.57, 1.24, 1.87], [2.89, -1.85, -2.46], [4.58, 4.60, -3.70], [0.29, -0.14, 0.74], [0.14, 6.42, -0.77], [0.22, 2.24, 1.79], [4.74, -2.01, 2.22], [-3.53, -3.04, 2.85], [1.75, -1.40, 2.57], [0.02, -1.46, 5.83]],
  "de_lowest_ev": 2.4078,
  "total_energy_ha": -3025.39283
}

{
  "formula": "C24H48N5O6",
  "method": "wB97M-V/def2-TZVPD",
  "species": ["H", "H", "H", "H", "C", "H", "H", "H", "C", "H", "H", "C", "C", "C", "H", "H", "N", "C", "H", "C", "N", "C", "H", "H", "O", "C", "H", "H", "H", "O", "H", "O", "C", "C", "H", "C", "H", "H", "H", "H", "H", "H", "H", "H", "H", "C", "H", "H", "C", "C", "C", "H", "H", "H", "C", "N", "H", "C", "H", "H", "H", "H", "H", "H", "O", "H", "H", "C", "H", "H", "H", "N", "N", "H", "C", "C", "H", "O", "C", "H", "C", "O", "C"],
  "positions_angstrom": [[1.84, 4.04, 2.41], [-0.79, -1.63, 2.52], [-7.99, 1.61, -2.04], [-2.18, 1.37, 3.37], [2.65, 0.17, -0.78], [5.10, 4.74, 4.41], [4.85, -1.73, 1.91], [3.02, 5.99, 4.43], [-1.83, 2.02, 2.44], [-2.69, 1.95, 1.62], [-6.67, 2.48, -3.20], [7.01, -3.22, 3.27], [7.58, -2.00, 2.59], [-5.07, -2.14, -1.32], [1.99, 1.02, -0.58], [-6.41, -0.79, -7.04], [-0.52, 1.38, 1.97], [-5.81, -1.14, -6.20], [-1.81, -3.07, 0.74], [5.27, -1.71, 2.91], [-2.19, -2.09, 0.85], [3.49, 3.30, 4.75], [-6.62, -0.67, -3.14], [3.91, 2.29, 4.67], [2.13, 3.30, 4.31], [3.15, 5.31, 3.58], [1.01, 4.94, 3.70], [6.58, -0.08, 2.26], [4.53, -1.30, 3.60], [-6.69, -1.81, -5.29], [5.12, -0.35, -2.95], [-0.37, 0.22, -0.16], [1.93, 4.42, 3.44], [-7.29, 1.51, -2.97], [3.24, 1.15, -2.61], [4.23, 4.31, 3.90], [3.50, 3.59, 5.81], [7.35, -3.29, 4.31], [-5.36, -0.27, -5.70], [-3.95, -2.18, -5.92], [3.35, 5.91, 2.69], [5.65, -0.69, -0.29], [5.50, 0.95, -0.95], [-2.43, -0.71, 2.55], [-4.92, -4.33, -6.48], [3.11, 0.13, -2.23], [-5.91, -2.51, -2.07], [-7.89, 1.14, -3.91], [6.58, -0.94, 2.94], [-5.55, -3.44, -6.57], [-4.77, -2.15, -6.64], [7.26, -4.15, 2.76], [1.38, 0.79, 3.05], [4.31, -1.63, -2.03], [-3.31, -1.75, 0.13], [-4.11, -0.47, 0.08], [6.77, -0.57, 3.96], [-6.20, 0.31, -2.62], [-5.92, -3.51, -4.43], [2.41, -0.39, -2.88], [0.22, 2.02, 3.91], [-4.36, -1.94, -7.62], [4.58, 3.83, 2.97], [2.13, -0.75, -0.51], [5.58, -3.06, 3.29], [7.59, -2.15, 1.50], [-0.21, 0.18, 3.88], [0.25, 1.04, 3.23], [-1.68, 3.12, 2.85], [-7.38, -3.76, -5.42], [-3.88, 0.41, 0.61], [-3.86, -2.87, -0.77], [-5.17, -0.72, -0.81], [-5.11, 0.60, -2.99], [-0.79, 0.16, 1.10], [-6.43, -3.22, -5.36], [8.60, -1.77, 2.91], [-6.15, 0.15, -1.15], [4.97, 0.01, -0.80], [-6.17, -3.55, -7.47], [4.45, -0.55, -2.11], [3.83, 0.27, 0.02], [-1.58, -1.09, 1.81]],
  "total_energy_ha": -1667.85453,
  "total_charge": 1
}

{
  "formula": "C6H11NS",
  "method": "wB97M-V/def2-TZVPD",
  "species": ["C", "C", "C", "H", "C", "H", "H", "H", "C", "S", "H", "H", "H", "H", "H", "C", "N", "H", "H"],
  "positions_angstrom": [[-0.19, -1.07, -0.60], [-0.01, 0.44, -0.68], [-2.37, 0.26, 0.07], [2.90, 0.39, -0.20], [-1.16, 1.19, -0.01], [-0.94, 1.45, 1.01], [0.02, -1.69, -1.46], [-3.10, 0.43, 0.88], [2.35, -0.58, -0.34], [-1.73, -1.48, 0.20], [2.35, -0.75, -1.43], [0.35, 0.85, -1.59], [1.17, 0.70, 1.80], [-0.03, -0.43, 1.87], [-3.01, 0.26, -0.84], [0.92, -0.42, 0.17], [0.93, -0.27, 1.57], [2.84, -1.41, 0.14], [-1.30, 2.15, -0.54]],
  "de_lowest_ev": 0.5727,
  "total_energy_ha": -688.12819,
  "smiles": "C[C@@]1(N)[C@@H]2CCS[C@@H]21"
}

{
  "formula": "C4H31NO12",
  "method": "wB97M-V/def2-TZVPD",
  "species": ["H", "O", "H", "C", "H", "H", "H", "O", "O", "H", "H", "H", "H", "H", "O", "N", "H", "H", "H", "H", "H", "H", "C", "O", "H", "O", "H", "O", "H", "H", "O", "O", "H", "H", "O", "C", "H", "O", "O", "H", "H", "H", "H", "C", "H", "H", "H", "H"],
  "positions_angstrom": [[3.13, -1.95, -1.51], [1.43, 3.38, 0.45], [-1.46, -2.87, 0.36], [-0.52, 0.26, -2.58], [2.84, -0.62, 2.47], [-3.39, 0.52, -0.94], [-1.00, 0.92, 3.54], [-2.31, -3.09, 0.60], [-0.71, -0.11, 3.41], [2.91, 0.48, 0.11], [-1.35, 4.07, -1.34], [-1.97, -2.91, -2.49], [0.55, -1.51, -0.46], [0.16, 0.86, -1.97], [-1.05, 2.34, -0.19], [-1.85, 2.36, -2.31], [-0.27, 0.61, -3.61], [1.81, -3.28, 0.79], [-0.15, 0.45, 1.28], [-1.76, 2.55, 1.98], [0.76, -2.88, -0.42], [-2.42, -3.72, 1.24], [-1.39, 2.96, -1.24], [0.12, -2.25, -0.76], [4.38, 1.21, -0.07], [-1.40, 2.48, 2.92], [-1.96, 2.83, -3.12], [-1.16, -2.56, -2.99], [0.98, 2.63, 0.45], [-1.79, 0.48, -0.11], [1.02, -3.43, 1.43], [2.90, -1.90, -0.45], [2.29, 2.94, -0.07], [-0.40, -0.83, -2.16], [3.54, -0.05, 2.36], [-1.91, 0.83, -2.35], [-0.46, -1.32, 1.20], [3.48, 1.05, -0.45], [0.13, -0.47, 1.16], [-0.51, -2.65, -2.30], [-2.83, 0.41, -3.00], [3.31, 0.73, 2.79], [-0.61, 3.04, 2.79], [-2.28, 0.28, -1.01], [0.69, -2.43, 1.59], [-2.09, -0.78, -1.08], [-1.51, -0.56, 3.33], [3.72, -1.96, 0.00]],
  "de_lowest_ev": 5.8151,
  "total_energy_ha": -1128.46316,
  "smiles": "CC(C)NC=O.O.O.O.O.O.O.O.O.O.O.O"
}

{
  "formula": "C5H11NO",
  "method": "wB97M-V/def2-TZVPD",
  "species": ["H", "H", "N", "H", "H", "H", "H", "H", "C", "H", "O", "C", "H", "C", "C", "C", "H", "H"],
  "positions_angstrom": [[-1.89, 2.27, -1.05], [-0.59, -0.31, 1.45], [-0.28, -1.95, 0.24], [-1.79, 1.37, 0.47], [0.44, 2.64, 0.37], [0.16, 1.34, -1.88], [1.07, -1.02, 1.57], [1.33, -3.07, 0.91], [0.40, -3.00, 0.32], [-0.89, 0.02, -1.43], [-0.47, 2.94, 0.25], [-1.20, 1.84, -0.32], [1.44, 0.91, 0.35], [-0.30, 0.85, -1.03], [0.78, 0.21, -0.16], [0.25, -0.76, 0.90], [0.06, -3.90, -0.19], [1.47, -0.38, -0.77]],
  "de_lowest_ev": 1.7699,
  "total_energy_ha": -327.06630,
  "smiles": "C=NCCCCO"
}

Number 1: highest occupied orbital energy -8.96 eV, LUMO 0.39 eV. Number 2: highest occupied orbital energy -5.92 eV, LUMO 0.26 eV. Number 3: highest occupied orbital energy -10.73 eV, LUMO -3.50 eV. Number 4: highest occupied orbital energy -8.46 eV, LUMO 0.89 eV. Number 5: highest occupied orbital energy -9.76 eV, LUMO -0.05 eV. Number 6: highest occupied orbital energy -9.86 eV, LUMO 1.02 eV.